The following is a DFT calculation (wB97M-V/def2-TZVPD) of C23H15BrN4O4S5V as an isolated structure.

The calculation puts the total energy at -6914.63256 Eh. Its gap between HOMO and LUMO (spin up / spin down) is 0.1931 / 0.1909 Eh. The value obtained for the relative energy (zero: lowest compared OMol25 entry of this formula, charge and spin) is 0.000 eV.

The geometry in ORCA input format:
```
! RIJCOSX wB97M-V def2-TZVPD def2/J DEFGRID3
* xyz -1 3
V -0.701 0.990 3.236
O -4.158 -4.080 6.085
C -3.610 -4.267 4.990
O -3.408 -5.304 4.349
C -2.909 -3.006 4.410
C -2.250 -3.037 3.192
C -1.624 -1.900 2.703
N -1.666 -0.756 3.379
C -2.343 -0.689 4.553
C -2.954 -1.791 5.102
C -2.522 0.712 5.098
O -2.991 0.969 6.170
O -2.119 1.681 4.207
H -2.240 -3.963 2.638
H -1.089 -1.885 1.758
H -3.492 -1.743 6.039
C -2.241 -3.945 -1.809
S -1.610 -4.512 -0.214
C 0.091 -4.062 -0.295
C 0.628 -2.835 -0.539
S -0.105 -1.295 -0.858
S 2.383 -2.819 -0.535
C 2.683 -4.474 -0.157
S 4.198 -5.125 -0.013
S 1.224 -5.369 -0.022
H -3.301 -4.193 -1.821
H -1.746 -4.465 -2.627
H -2.110 -2.874 -1.913
N 2.623 2.604 -2.734
C 2.794 3.339 -3.888
C 3.819 3.384 -4.828
C 3.645 4.253 -5.884
C 2.494 5.050 -6.006
C 1.483 4.998 -5.071
C 1.640 4.125 -3.994
N 0.787 3.869 -2.934
C 1.408 2.965 -2.219
C 0.856 2.387 -0.987
C 1.524 1.430 -0.251
C 0.928 0.905 0.889
N -0.257 1.350 1.319
C -0.940 2.251 0.576
C -0.423 2.794 -0.569
H 3.248 1.909 -2.367
H 4.704 2.771 -4.741
H 4.412 4.321 -6.643
H 2.403 5.713 -6.855
H 0.593 5.604 -5.157
H 2.477 1.019 -0.547
H 1.423 0.136 1.472
H -1.927 2.524 0.935
H -0.980 3.509 -1.151
Br 1.249 0.829 4.526
*
```

Atomic charges from the natural (NBO) analysis, expressed in e, are listed below: 1.392 -0.731 0.724 -0.723 -0.007 -0.210 0.059 -0.535 0.045 -0.171 0.745 -0.527 -0.739 0.270 0.239 0.277 -0.742 0.260 -0.489 -0.354 -0.452 0.437 -0.577 -0.147 0.486 0.222 0.212 0.244 -0.539 0.174 -0.260 -0.205 -0.233 -0.182 0.059 -0.434 0.358 -0.027 -0.148 0.101 -0.569 0.047 -0.204 0.424 0.219 0.213 0.213 0.223 0.221 0.247 0.218 0.257 -0.382

---

The following is a DFT calculation (wB97M-V/def2-TZVPD) of C23H15CdN5O3SSe as an isolated structure.

The calculation puts the total energy at -4352.31459 Eh. Its gap between HOMO and LUMO is 0.2690 Eh.

The geometry in ORCA input format:
```
! RIJCOSX wB97M-V def2-TZVPD def2/J DEFGRID3
* xyz 0 1
Cd -0.688 0.339 0.463
C 3.778 0.116 -0.980
C 4.438 0.047 0.239
C 3.702 -0.020 1.404
C 2.301 -0.027 1.356
N 1.684 0.032 0.166
C 2.398 0.108 -0.955
C 1.455 -0.084 2.591
C 2.060 -0.198 3.848
C 1.287 -0.260 4.992
C -0.098 -0.222 4.889
C -0.694 -0.113 3.643
C 0.057 -0.033 2.469
H 4.309 0.173 -1.919
H 5.519 0.049 0.282
H 4.214 -0.065 2.351
H 1.830 0.162 -1.878
H 3.134 -0.252 3.958
H 1.763 -0.345 5.960
H -0.708 -0.280 5.782
H -1.777 -0.097 3.588
Se -2.708 4.087 -2.196
N -1.765 5.386 -1.452
C -0.946 4.825 -0.584
C -0.033 5.511 0.267
C 0.736 4.770 1.096
C 0.618 3.346 1.098
N -0.195 2.672 0.335
C -1.004 3.394 -0.513
N -1.882 2.799 -1.294
H 0.016 6.591 0.240
H 1.445 5.229 1.770
H 1.237 2.760 1.771
O -5.748 0.042 -3.438
S -4.591 0.722 -2.942
O -4.557 2.167 -3.059
N -4.246 0.290 -1.406
C -3.036 -0.191 -1.323
O -2.457 -0.565 -0.254
C -2.308 -0.330 -2.639
C -1.027 -0.792 -2.884
C -0.567 -0.786 -4.196
C -1.378 -0.338 -5.236
C -2.668 0.118 -4.989
C -3.100 0.105 -3.679
H -0.405 -1.173 -2.079
H 0.431 -1.141 -4.417
H -1.000 -0.353 -6.250
H -3.308 0.459 -5.791
*
```

Atomic charges from the natural (NBO) analysis, expressed in e, are listed below: 1.616 -0.273 -0.145 -0.242 0.207 -0.555 0.063 -0.081 -0.212 -0.230 -0.199 -0.250 -0.538 0.227 0.222 0.221 0.198 0.197 0.211 0.212 0.209 1.128 -0.637 0.109 -0.139 -0.274 0.116 -0.531 0.231 -0.651 0.236 0.233 0.215 -0.917 2.296 -0.982 -0.787 0.626 -0.822 -0.155 -0.196 -0.205 -0.197 -0.206 -0.232 0.214 0.215 0.220 0.234

---

The following is a DFT calculation (wB97M-V/def2-TZVPD) of C23H15F7IrN3O11S2 as an isolated structure.

The calculation puts the total energy at -3476.66747 Eh. Its gap between HOMO and LUMO (spin up / spin down) is 0.2796 / 0.1758 Eh. The value obtained for the relative energy (zero: lowest compared OMol25 entry of this formula, charge and spin) is 0.000 eV.

The geometry in ORCA input format:
```
! RIJCOSX wB97M-V def2-TZVPD def2/J DEFGRID3
* xyz 1 6
Ir -1.969 1.373 1.017
F -6.659 0.363 1.891
C -5.726 1.060 1.270
F -4.810 0.206 0.767
F -6.255 1.753 0.282
S -4.866 2.198 2.448
O -3.692 2.626 1.673
O -5.777 3.219 2.808
N -4.527 1.264 3.663
S -3.269 0.389 3.924
O -3.539 -0.748 4.723
O -2.449 0.117 2.716
C -2.146 1.493 4.882
F -2.739 1.925 5.973
F -1.037 0.833 5.198
F -1.817 2.534 4.102
C 0.067 0.243 -6.113
C 1.145 -0.179 -5.126
C 1.792 -1.483 -5.553
C 2.820 -1.947 -4.543
C 2.197 -2.069 -3.191
C 2.670 -2.956 -2.256
C 2.076 -3.015 -1.000
F 2.546 -3.867 -0.119
C 0.999 -2.206 -0.633
C 0.503 -1.319 -1.556
C -0.612 -0.435 -1.163
O -1.119 -0.586 -0.051
C -1.011 0.549 -2.134
C -0.396 0.539 -3.347
N 0.595 -0.321 -3.723
C 1.089 -1.231 -2.846
C -2.138 1.581 -2.008
O -2.437 2.164 -3.023
O -2.724 1.752 -0.862
H 0.483 0.133 -7.113
H -0.241 1.281 -6.013
H -0.808 -0.405 -6.044
H 1.908 0.601 -5.035
H 2.261 -1.313 -6.522
H 1.018 -2.241 -5.705
H 3.635 -1.215 -4.479
H 3.276 -2.894 -4.828
H 3.502 -3.612 -2.476
H 0.578 -2.276 0.361
H -0.724 1.254 -4.084
O 1.002 3.295 2.626
C 0.810 2.166 2.310
O -0.146 1.826 1.379
C 1.528 0.966 2.846
C 0.986 -0.314 2.771
C 1.684 -1.394 3.291
C 2.935 -1.206 3.861
C 3.451 0.076 3.917
C 2.767 1.174 3.439
N 4.793 0.279 4.510
O 5.373 -0.707 4.912
O 5.197 1.418 4.588
H 0.008 -0.467 2.342
H 1.246 -2.383 3.272
H 3.511 -2.024 4.268
H 3.184 2.168 3.516
*
```

Atomic charges from the natural (NBO) analysis, expressed in e, are listed below: 1.837 -0.284 0.733 -0.329 -0.282 2.263 -0.986 -0.840 -1.207 2.263 -0.847 -1.018 0.732 -0.278 -0.300 -0.317 -0.633 -0.033 -0.412 -0.449 0.104 -0.262 0.515 -0.256 -0.195 -0.056 0.504 -0.554 -0.189 0.095 -0.214 0.168 0.767 -0.558 -0.749 0.253 0.238 0.234 0.231 0.254 0.227 0.250 0.255 0.264 0.278 0.281 -0.491 0.766 -0.771 -0.113 -0.182 -0.212 -0.166 0.017 -0.153 0.530 -0.360 -0.351 0.225 0.227 0.262 0.276

---

The following is a DFT calculation (wB97M-V/def2-TZVPD) of C23H15O5PPb as an isolated structure in a non-equilibrium geometry.

The calculation puts the total energy at -1795.19722 Eh. Its gap between HOMO and LUMO is 0.2784 Eh.

The geometry in ORCA input format:
```
! RIJCOSX wB97M-V def2-TZVPD def2/J DEFGRID3
* xyz 2 1
O -0.044 -0.155 -8.105
C -0.052 -0.151 -6.964
Pb -0.125 0.031 -2.403
O 2.145 -3.050 -2.971
C 1.460 -2.136 -2.920
C -1.704 2.036 -2.888
O -2.425 2.928 -2.857
C -2.138 -1.651 -3.166
O -3.045 -2.349 -3.288
C 1.947 1.465 -2.946
O 2.860 2.160 -2.970
C -0.492 3.889 2.519
C 0.471 3.883 1.504
C 0.611 2.766 0.677
C -0.215 1.643 0.890
C -1.163 1.649 1.932
C -1.293 2.775 2.735
P 0.047 0.102 -0.009
C 1.636 -0.532 0.552
C 2.785 -0.647 -0.250
C 3.991 -0.983 0.351
C 4.066 -1.196 1.719
C 2.923 -1.084 2.515
C 1.701 -0.763 1.937
C -1.361 -0.950 0.428
C -1.100 -2.233 0.947
C -2.190 -3.061 1.242
C -3.498 -2.669 0.943
C -3.729 -1.433 0.347
C -2.672 -0.561 0.085
H -0.558 4.753 3.181
H 1.128 4.747 1.377
H 1.368 2.741 -0.110
H -1.790 0.791 2.156
H -2.014 2.759 3.552
H 2.761 -0.426 -1.330
H 4.909 -1.060 -0.234
H 5.027 -1.417 2.187
H 2.966 -1.226 3.590
H 0.811 -0.637 2.549
H -0.088 -2.609 1.073
H -2.028 -4.051 1.670
H -4.351 -3.331 1.132
H -4.732 -1.142 0.048
H -2.805 0.384 -0.429
*
```

Atomic charges from the natural (NBO) analysis, expressed in e, are listed below: -0.447 0.462 0.811 -0.372 0.526 0.536 -0.349 0.524 -0.385 0.533 -0.351 -0.155 -0.175 -0.227 -0.317 -0.210 -0.189 0.808 -0.317 -0.232 -0.187 -0.146 -0.178 -0.197 -0.425 -0.137 -0.197 -0.154 -0.190 -0.217 0.248 0.245 0.211 0.234 0.245 0.191 0.246 0.252 0.249 0.233 0.232 0.249 0.254 0.247 0.216